[1]
Entry from the OMol25 dataset: a cluster of 10 separate species, C31H62N2O24 in total (ωB97M-V with the def2-TZVPD basis set).

Calculated values
* HOMO-LUMO gap (alpha / beta): 9.7 / 3.6 eV
* net charge: +1
* largest force on an atom: 4.1 eV/A
* spin multiplicity: 2

Positions of all 119 atoms, in Å:
C (6.06, 13.39, -25.21)
O (5.48, 13.25, -26.45)
C (6.17, 13.80, -27.57)
C (5.97, 15.34, -27.57)
O (4.65, 15.69, -27.87)
C (4.53, 17.11, -27.87)
C (4.16, 17.64, -26.47)
O (2.93, 17.08, -26.17)
C (2.36, 17.47, -24.91)
H (7.05, 12.94, -25.20)
H (5.45, 12.80, -24.52)
H (5.94, 14.43, -24.93)
H (5.60, 13.44, -28.42)
H (7.22, 13.49, -27.55)
H (6.72, 15.71, -28.27)
H (6.25, 15.74, -26.59)
H (3.69, 17.34, -28.54)
H (5.38, 17.62, -28.32)
H (3.97, 18.71, -26.47)
H (4.91, 17.41, -25.71)
H (2.19, 18.54, -25.00)
H (3.00, 17.19, -24.07)
H (1.38, 17.01, -24.77)
C (-1.48, 11.25, -22.81)
O (-0.33, 10.72, -22.18)
C (0.60, 11.55, -21.71)
O (0.58, 12.81, -21.87)
O (1.60, 10.84, -21.15)
C (2.68, 11.53, -20.57)
H (-1.32, 12.20, -23.33)
H (-2.26, 11.56, -22.12)
H (-1.90, 10.57, -23.55)
H (3.02, 12.39, -21.15)
H (3.60, 10.95, -20.68)
H (2.52, 11.79, -19.52)
C (4.73, 20.37, -14.43)
O (5.12, 21.72, -14.52)
C (5.81, 22.27, -13.51)
O (6.15, 21.74, -12.43)
O (6.02, 23.59, -13.86)
C (6.86, 24.42, -13.07)
H (3.82, 20.18, -13.86)
H (5.51, 19.80, -13.92)
H (4.55, 19.84, -15.37)
H (6.80, 24.05, -12.05)
H (6.39, 25.40, -13.18)
H (7.87, 24.50, -13.49)
C (10.30, 14.73, -25.83)
O (9.14, 14.94, -25.01)
C (8.74, 16.17, -24.67)
O (9.29, 17.25, -24.92)
O (7.56, 16.08, -24.06)
C (6.96, 17.29, -23.59)
H (9.99, 14.26, -26.76)
H (11.10, 14.19, -25.32)
H (10.74, 15.70, -26.06)
H (6.84, 18.09, -24.32)
H (7.52, 17.72, -22.76)
H (5.97, 17.02, -23.21)
C (2.07, 19.88, -21.56)
O (3.42, 19.63, -21.81)
C (4.41, 20.58, -21.72)
O (4.27, 21.79, -21.58)
O (5.56, 19.91, -21.75)
C (6.85, 20.61, -21.83)
H (1.45, 19.08, -21.96)
H (1.74, 20.82, -21.99)
H (2.00, 20.08, -20.49)
H (7.05, 20.79, -22.89)
H (7.64, 19.96, -21.48)
H (6.85, 21.55, -21.26)
C (2.21, 17.05, -16.56)
O (1.59, 16.15, -17.52)
C (0.84, 16.66, -18.56)
O (0.48, 17.82, -18.70)
O (0.55, 15.61, -19.35)
C (-0.26, 15.83, -20.51)
H (2.30, 16.51, -15.62)
H (1.61, 17.94, -16.38)
H (3.20, 17.41, -16.87)
H (-1.30, 16.05, -20.29)
H (-0.34, 14.90, -21.07)
H (0.21, 16.50, -21.22)
C (3.13, 16.10, -20.95)
O (3.55, 16.95, -19.91)
C (4.84, 17.12, -19.64)
O (5.71, 16.72, -20.41)
O (4.90, 17.83, -18.54)
C (6.13, 18.27, -17.95)
H (3.76, 16.20, -21.83)
H (2.10, 16.36, -21.17)
H (3.07, 15.06, -20.62)
H (6.63, 17.39, -17.57)
H (5.91, 18.97, -17.14)
H (6.80, 18.90, -18.53)
C (7.32, 17.31, -14.01)
O (7.47, 16.76, -15.35)
C (7.51, 15.43, -15.54)
O (7.70, 14.63, -14.60)
O (7.29, 15.20, -16.82)
C (7.32, 13.93, -17.42)
H (7.70, 18.33, -14.05)
H (7.97, 16.78, -13.32)
H (6.30, 17.24, -13.65)
H (8.19, 14.03, -18.08)
H (6.48, 13.66, -18.05)
H (7.59, 13.21, -16.64)
C (7.78, 14.45, -21.16)
C (6.48, 14.08, -21.53)
N (5.41, 13.82, -21.86)
H (8.43, 13.58, -21.10)
H (7.87, 14.93, -20.18)
H (8.06, 15.18, -21.91)
C (8.80, 22.66, -15.59)
C (8.33, 21.69, -16.53)
N (8.00, 20.86, -17.28)
H (8.53, 22.23, -14.62)
H (8.53, 23.69, -15.82)
H (9.89, 22.67, -15.63)

[2]
Entry from the OMol25 dataset: a cluster of 10 separate species, C31H63BF4O40S9Si in total (ωB97M-V with the def2-TZVPD basis set).

Calculated values
* HOMO-LUMO gap: 9.6 eV
* SMILES: CCOCCO[Si@](OC[C@@H](C)C(C)C)(B(C)O)C(F)(F)C(F)F.O=S1(=O)OCCO1.O=S1(=O)OCCO1.O=S1(=O)OCCO1.O=S1(=O)OCCO1.O=S1(=O)OCCO1.O=S1(=O)OCCO1.O=S1(=O)OCCO1.O=S1(=O)OCCO1.O=S1(=O)OCCO1
* largest force on an atom: 1.3 eV/A

Positions of all 149 atoms, in Å:
C (-4.89, 1.48, -3.30)
C (-3.46, 2.02, -3.36)
O (-2.74, 1.72, -4.55)
C (-2.65, 0.34, -4.86)
C (-1.98, -0.52, -3.77)
O (-2.97, -1.39, -3.21)
Si (-2.48, -2.44, -2.01)
O (-2.56, -1.83, -0.49)
C (-2.03, -0.49, -0.35)
C (-1.76, -0.09, 1.09)
C (-1.07, 1.30, 1.01)
C (-3.03, 0.07, 1.94)
C (-3.91, -1.18, 2.02)
C (-2.67, 0.48, 3.40)
B (-0.70, -3.30, -2.29)
C (-0.03, -4.01, -1.05)
O (-0.03, -3.35, -3.51)
C (-3.81, -3.86, -2.04)
F (-4.30, -4.14, -0.81)
F (-3.17, -5.00, -2.54)
C (-4.93, -3.57, -3.04)
F (-5.70, -4.70, -3.20)
F (-5.70, -2.53, -2.67)
H (-5.23, 1.61, -2.27)
H (-4.98, 0.42, -3.51)
H (-5.56, 2.08, -3.91)
H (-2.88, 1.73, -2.48)
H (-3.53, 3.11, -3.33)
H (-2.06, 0.27, -5.77)
H (-3.62, -0.10, -5.11)
H (-1.52, 0.15, -3.04)
H (-1.18, -1.07, -4.27)
H (-2.73, 0.20, -0.83)
H (-1.05, -0.48, -0.87)
H (-1.08, -0.80, 1.56)
H (-1.09, 1.64, -0.03)
H (-0.03, 1.27, 1.32)
H (-1.62, 2.05, 1.57)
H (-3.63, 0.89, 1.52)
H (-4.36, -1.45, 1.07)
H (-4.74, -0.95, 2.70)
H (-3.40, -2.03, 2.49)
H (-1.64, 0.81, 3.49)
H (-2.79, -0.42, 4.03)
H (-3.37, 1.21, 3.79)
H (-0.74, -4.75, -0.67)
H (0.87, -4.57, -1.33)
H (0.23, -3.31, -0.25)
H (0.87, -3.02, -3.43)
H (-4.46, -3.38, -4.01)
O (1.93, 1.23, 4.63)
S (1.90, 0.23, 3.63)
O (0.69, -0.21, 3.05)
O (2.73, -1.04, 4.17)
C (3.80, -1.35, 3.26)
C (4.16, -0.02, 2.63)
O (2.90, 0.64, 2.45)
H (3.43, -2.06, 2.52)
H (4.63, -1.79, 3.81)
H (4.67, -0.14, 1.68)
H (4.77, 0.59, 3.30)
O (5.71, 2.53, 2.22)
S (6.12, 3.83, 2.64)
O (7.37, 4.38, 2.27)
O (5.95, 3.91, 4.22)
C (5.06, 4.98, 4.57)
C (4.12, 5.09, 3.40)
O (4.97, 4.86, 2.25)
H (5.65, 5.89, 4.71)
H (4.54, 4.75, 5.50)
H (3.65, 6.06, 3.32)
H (3.37, 4.31, 3.42)
O (-4.35, -1.46, 5.32)
S (-4.10, -1.38, 6.72)
O (-4.45, -0.25, 7.49)
O (-2.56, -1.72, 6.97)
C (-2.44, -2.85, 7.85)
C (-3.69, -3.66, 7.60)
O (-4.72, -2.69, 7.42)
H (-2.40, -2.47, 8.88)
H (-1.53, -3.40, 7.64)
H (-3.94, -4.32, 8.44)
H (-3.61, -4.25, 6.69)
O (1.41, 4.90, 4.02)
S (0.19, 4.64, 3.32)
O (-0.51, 3.43, 3.49)
O (0.46, 4.88, 1.76)
C (-0.45, 5.87, 1.25)
C (-0.75, 6.75, 2.44)
O (-0.82, 5.85, 3.55)
H (-1.35, 5.36, 0.90)
H (0.01, 6.41, 0.43)
H (-1.68, 7.30, 2.33)
H (0.07, 7.46, 2.63)
O (-4.38, 7.20, 2.78)
S (-4.07, 6.67, 4.06)
O (-3.04, 5.72, 4.24)
O (-5.43, 6.13, 4.72)
C (-5.67, 6.78, 5.98)
C (-5.02, 8.14, 5.83)
O (-3.82, 7.89, 5.08)
H (-5.19, 6.20, 6.76)
H (-6.73, 6.85, 6.17)
H (-4.78, 8.60, 6.78)
H (-5.65, 8.82, 5.24)
O (5.73, -4.60, -4.63)
S (4.75, -5.48, -4.08)
O (4.97, -6.15, -2.86)
O (4.33, -6.53, -5.21)
C (2.91, -6.46, -5.45)
C (2.55, -5.03, -5.12)
O (3.35, -4.69, -3.98)
H (2.42, -7.16, -4.77)
H (2.69, -6.72, -6.48)
H (1.49, -4.91, -4.89)
H (2.82, -4.36, -5.94)
O (4.40, -5.42, -8.47)
S (3.93, -4.14, -8.87)
O (2.65, -3.94, -9.42)
O (5.03, -3.49, -9.83)
C (5.48, -2.24, -9.29)
C (5.33, -2.39, -7.79)
O (4.11, -3.13, -7.64)
H (4.84, -1.44, -9.68)
H (6.51, -2.05, -9.59)
H (5.27, -1.44, -7.28)
H (6.15, -2.98, -7.37)
O (10.70, 8.93, -0.71)
S (9.66, 8.51, 0.14)
O (8.56, 9.34, 0.45)
O (10.31, 7.97, 1.51)
C (9.92, 6.61, 1.74)
C (9.70, 6.04, 0.36)
O (9.09, 7.10, -0.38)
H (9.00, 6.61, 2.32)
H (10.69, 6.09, 2.29)
H (9.05, 5.16, 0.38)
H (10.64, 5.78, -0.12)
O (-5.02, -11.39, -3.11)
S (-6.13, -10.51, -3.22)
O (-7.46, -10.97, -3.08)
O (-6.00, -9.71, -4.61)
C (-5.99, -8.30, -4.36)
C (-5.38, -8.16, -2.98)
O (-5.92, -9.26, -2.24)
H (-7.01, -7.93, -4.38)
H (-5.40, -7.79, -5.12)
H (-5.64, -7.22, -2.50)
H (-4.29, -8.26, -3.01)

[3]
Entry from the OMol25 dataset: a cluster of 13 separate species, C31H63Br24NO2 in total (ωB97M-V with the def2-TZVPD basis set).

Calculated values
* HOMO-LUMO gap: 6.8 eV
* largest force on an atom: 3.0 eV/A

Positions of all 121 atoms, in Å:
C (-0.92, -2.34, 1.52)
C (-0.38, -2.54, 0.21)
C (-0.97, -1.92, -1.14)
C (-1.41, -3.12, -2.11)
N (-1.47, -2.68, -3.55)
C (0.22, -1.21, -1.90)
O (1.19, -0.60, -1.02)
C (2.48, -0.67, -1.66)
O (-2.14, -1.13, -0.97)
C (-1.86, 0.12, -0.32)
H (-1.82, -2.91, 1.89)
H (-0.42, -1.56, 2.18)
H (0.56, -3.17, 0.12)
H (-0.73, -4.00, -2.03)
H (-2.46, -3.47, -1.85)
H (-2.34, -2.99, -4.00)
H (-0.72, -3.16, -4.06)
H (-0.14, -0.49, -2.70)
H (0.78, -2.03, -2.46)
H (2.42, -0.32, -2.73)
H (2.90, -1.71, -1.54)
H (3.17, 0.05, -1.12)
H (-2.01, 1.00, -1.03)
H (-2.63, 0.24, 0.50)
H (-0.85, 0.17, 0.18)
Br (-3.67, 3.63, 0.24)
C (-1.97, 4.33, 0.88)
C (-0.88, 3.30, 0.78)
Br (-1.03, 1.98, 2.21)
H (-2.14, 4.69, 1.90)
H (-1.75, 5.19, 0.23)
H (0.10, 3.77, 0.93)
H (-0.88, 2.76, -0.16)
Br (-3.19, -3.77, 4.12)
C (-4.97, -3.09, 3.71)
C (-5.46, -3.64, 2.39)
Br (-4.61, -2.76, 0.88)
H (-4.91, -2.01, 3.74)
H (-5.60, -3.44, 4.53)
H (-6.53, -3.45, 2.28)
H (-5.27, -4.70, 2.28)
Br (-5.82, 3.38, 3.73)
C (-4.89, 1.70, 4.05)
C (-4.63, 1.00, 2.74)
Br (-6.24, 0.16, 2.04)
H (-5.50, 1.12, 4.74)
H (-3.96, 1.97, 4.54)
H (-3.91, 0.18, 2.88)
H (-4.26, 1.67, 1.97)
Br (5.88, 0.67, -1.96)
C (5.90, 2.61, -2.17)
C (5.35, 3.30, -0.94)
Br (3.41, 3.18, -0.86)
H (5.33, 2.84, -3.07)
H (6.94, 2.87, -2.32)
H (5.57, 4.36, -0.97)
H (5.74, 2.87, -0.01)
Br (-0.59, -0.20, -5.13)
C (-2.46, -0.74, -4.95)
C (-3.38, 0.45, -5.03)
Br (-3.37, 1.46, -3.36)
H (-2.54, -1.29, -4.02)
H (-2.64, -1.42, -5.79)
H (-4.42, 0.12, -5.15)
H (-3.13, 1.15, -5.82)
Br (-2.11, -8.52, 1.69)
C (-2.51, -7.73, -0.05)
C (-1.30, -7.03, -0.63)
Br (-0.99, -5.32, 0.24)
H (-3.36, -7.07, 0.09)
H (-2.81, -8.57, -0.68)
H (-1.47, -6.80, -1.68)
H (-0.39, -7.61, -0.53)
Br (-3.27, 5.61, 5.63)
C (-1.64, 4.56, 5.44)
C (-0.41, 5.44, 5.43)
Br (-0.19, 6.33, 3.71)
H (-1.74, 3.96, 4.54)
H (-1.63, 3.90, 6.31)
H (0.49, 4.84, 5.56)
H (-0.44, 6.22, 6.19)
Br (-2.87, 1.90, 7.29)
C (-1.81, 2.24, 8.89)
C (-2.52, 1.77, 10.13)
Br (-3.94, 2.99, 10.65)
H (-1.59, 3.31, 8.90)
H (-0.88, 1.68, 8.74)
H (-1.83, 1.75, 10.98)
H (-2.97, 0.78, 10.02)
Br (-3.79, -3.63, -5.70)
C (-5.62, -4.27, -5.49)
C (-6.56, -3.14, -5.20)
Br (-6.41, -2.53, -3.36)
H (-5.60, -5.02, -4.70)
H (-5.86, -4.75, -6.44)
H (-7.60, -3.46, -5.31)
H (-6.39, -2.27, -5.84)
Br (9.63, 1.78, -3.56)
C (10.72, 1.88, -1.95)
C (10.09, 1.12, -0.81)
Br (8.61, 2.12, -0.04)
H (10.88, 2.94, -1.74)
H (11.68, 1.43, -2.23)
H (10.81, 0.99, 0.00)
H (9.70, 0.15, -1.11)
Br (-1.17, -0.73, -9.06)
C (0.69, -0.66, -8.51)
C (1.47, 0.34, -9.33)
Br (1.88, -0.36, -11.10)
H (1.09, -1.67, -8.57)
H (0.67, -0.35, -7.46)
H (2.44, 0.54, -8.87)
H (0.94, 1.28, -9.47)
Br (9.42, 4.77, 2.71)
C (9.22, 3.29, 3.96)
C (10.56, 2.77, 4.43)
Br (11.42, 1.68, 3.06)
H (8.62, 2.53, 3.46)
H (8.65, 3.70, 4.80)
H (10.43, 2.11, 5.28)
H (11.25, 3.57, 4.68)

[4]
Entry from the OMol25 dataset: a cluster of 6 separate species, C31H63ClINO13S in total (ωB97M-V with the def2-TZVPD basis set).

Calculated values
* HOMO-LUMO gap: 8.7 eV
* relative energy (zero: lowest compared OMol25 entry of this formula, charge and spin): 0.0 kJ/mol
* SMILES: CCOCCOC[C@H](I)OC[C@H](S)NC[C@H](C)Cl.CCOC(C)=O.CCOC(C)=O.CCOC(C)=O.CCOC(C)=O.CCOC(C)=O
* largest force on an atom: 2.1 eV/A

Positions of all 111 atoms, in Å:
C (-7.28, -3.29, -0.47)
C (-6.62, -2.56, -1.70)
O (-5.43, -1.95, -1.20)
C (-4.56, -1.59, -2.26)
C (-3.50, -2.75, -2.59)
O (-3.79, -3.83, -1.72)
C (-2.87, -4.91, -1.95)
C (-2.44, -5.40, -0.51)
I (-4.33, -5.76, 0.56)
O (-1.69, -4.34, 0.02)
C (-1.30, -4.54, 1.38)
C (-1.68, -3.29, 2.27)
S (-3.07, -3.74, 3.39)
N (-1.99, -2.13, 1.39)
C (-2.00, -0.87, 2.17)
C (-1.18, 0.22, 1.39)
C (-1.66, 0.41, -0.08)
Cl (0.63, -0.11, 1.48)
H (-7.54, -4.35, -0.71)
H (-8.15, -2.69, -0.15)
H (-6.56, -3.30, 0.39)
H (-7.31, -1.82, -2.17)
H (-6.36, -3.33, -2.47)
H (-3.97, -0.71, -1.91)
H (-5.11, -1.27, -3.18)
H (-3.61, -3.01, -3.67)
H (-2.48, -2.35, -2.40)
H (-1.99, -4.57, -2.54)
H (-3.40, -5.72, -2.50)
H (-1.87, -6.35, -0.61)
H (-1.62, -5.50, 1.82)
H (-0.18, -4.56, 1.38)
H (-0.79, -2.97, 2.88)
H (-3.11, -2.88, 4.46)
H (-1.15, -2.05, 0.80)
H (-3.05, -0.49, 2.15)
H (-1.64, -1.01, 3.21)
H (-1.31, 1.20, 1.90)
H (-1.68, -0.58, -0.59)
H (-0.95, 1.04, -0.66)
H (-2.70, 0.81, -0.09)
C (1.35, 4.85, -0.19)
C (0.71, 4.38, -1.49)
O (-0.62, 3.90, -1.26)
C (-1.71, 4.70, -1.27)
C (-1.52, 6.19, -1.19)
O (-2.81, 4.20, -1.26)
H (0.82, 5.70, 0.23)
H (2.39, 5.14, -0.36)
H (1.33, 4.05, 0.55)
H (0.74, 5.14, -2.26)
H (1.27, 3.53, -1.87)
H (-1.47, 6.49, -0.15)
H (-2.38, 6.67, -1.66)
H (-0.64, 6.54, -1.73)
C (6.27, 0.98, -1.35)
C (5.22, 1.86, -0.70)
O (4.56, 2.74, -1.64)
C (3.48, 2.43, -2.36)
C (3.05, 1.01, -2.46)
O (2.90, 3.30, -2.97)
H (5.89, 0.24, -2.08)
H (6.80, 0.41, -0.59)
H (6.99, 1.60, -1.89)
H (4.49, 1.29, -0.13)
H (5.71, 2.54, 0.00)
H (3.57, 0.55, -3.30)
H (1.98, 0.99, -2.65)
H (3.22, 0.44, -1.55)
C (0.47, 10.19, 2.22)
C (0.86, 9.47, 0.95)
O (-0.28, 8.87, 0.32)
C (-1.07, 9.51, -0.56)
C (-0.99, 11.01, -0.66)
O (-1.89, 8.89, -1.18)
H (-0.21, 11.02, 2.02)
H (1.35, 10.58, 2.73)
H (-0.05, 9.51, 2.90)
H (1.40, 10.11, 0.25)
H (1.53, 8.64, 1.19)
H (-1.65, 11.46, 0.08)
H (-1.31, 11.30, -1.66)
H (0.02, 11.40, -0.53)
C (5.31, -4.73, -5.88)
C (5.75, -4.69, -4.43)
O (6.12, -3.37, -4.03)
C (5.26, -2.46, -3.56)
C (3.79, -2.71, -3.75)
O (5.69, -1.44, -3.07)
H (4.42, -4.12, -6.04)
H (5.10, -5.75, -6.18)
H (6.10, -4.33, -6.52)
H (5.00, -5.11, -3.75)
H (6.64, -5.30, -4.30)
H (3.47, -2.32, -4.72)
H (3.24, -2.20, -2.97)
H (3.51, -3.76, -3.67)
C (-0.25, -4.11, 8.01)
C (-1.01, -5.19, 7.27)
O (-0.72, -5.16, 5.87)
C (0.30, -5.81, 5.30)
C (1.41, -6.34, 6.17)
O (0.36, -5.89, 4.10)
H (0.83, -4.26, 7.94)
H (-0.53, -4.10, 9.07)
H (-0.47, -3.13, 7.58)
H (-0.83, -6.19, 7.69)
H (-2.08, -5.01, 7.36)
H (2.15, -5.55, 6.32)
H (1.88, -7.17, 5.66)
H (1.07, -6.71, 7.13)

Question: Number 2 is which compound?
Answer: C31H63BF4O40S9Si